{
  "formula": "C21H16BBr2IrN9O",
  "method": "the ωB97M-V functional and the def2-TZVPD basis",
  "symbols": ["Ir", "Br", "Br", "O", "N", "N", "N", "N", "N", "N", "N", "N", "N", "C", "C", "C", "C", "C", "C", "C", "C", "C", "C", "C", "C", "C", "C", "C", "C", "C", "C", "C", "C", "C", "B", "H", "H", "H", "H", "H", "H", "H", "H", "H", "H", "H", "H", "H", "H", "H", "H"],
  "xyz": [[0.00139, 0.19625, 0.19124], [0.01977, -4.16375, 5.91953], [0.00291, -5.19690, 0.42213], [0.00192, -2.14030, 0.34073], [0.00645, -0.33954, 2.29706], [-1.43302, 0.06021, -1.30776], [-0.08979, 1.26223, -4.92072], [-1.28625, 0.87034, -2.39057], [-0.00168, 2.40410, -0.18881], [1.26568, 0.86975, -2.39131], [-0.02168, 2.84576, -1.47512], [1.42634, 0.05886, -1.31203], [0.00076, 2.26304, -4.00493], [0.11067, 3.23547, -5.98768], [0.01101, -4.41642, 3.13605], [0.00899, 0.56711, 3.27079], [0.00820, -1.65457, 2.62703], [3.15422, -0.27112, -2.66839], [2.55939, -0.64875, -1.48578], [2.29582, 0.68022, -3.21661], [-0.02709, 3.47749, 0.60083], [-2.57188, -0.64246, -1.46529], [-0.03834, 1.85054, -6.10344], [0.11675, 3.46057, -4.64074], [0.00526, -2.59125, 1.50539], [-2.32523, 0.67918, -3.20357], [0.01246, -2.09142, 3.95175], [0.00672, -3.99014, 1.81568], [-3.18181, -0.26448, -2.63958], [0.01331, 0.21370, 4.61689], [0.01392, -3.51606, 4.18769], [0.01511, -1.11615, 4.96367], [-0.06749, 4.18693, -1.46567], [-0.06909, 4.63502, -0.16170], [-0.01113, 1.76304, -2.58907], [-0.10056, 5.65352, 0.17990], [0.22285, 4.39884, -4.12974], [-2.39277, 1.21042, -4.13658], [-0.01932, 3.38176, 1.67318], [-0.10896, 4.75951, -2.37165], [0.00767, 1.60632, 2.97209], [-0.09683, 1.24917, -6.99650], [-4.10550, -0.63014, -3.05017], [2.86721, -1.37017, -0.74767], [0.01849, -1.41404, 6.00310], [2.35388, 1.21498, -4.14843], [0.01528, 0.99038, 5.36764], [4.07081, -0.63929, -3.09236], [0.01212, -5.47644, 3.34951], [-2.87233, -1.36112, -0.72147], [0.19536, 3.97244, -6.76500]],
  "atomic_forces_ev_per_a": [[-0.026, -0.078, 1.361], [0.000, -0.083, 0.167], [0.000, -0.133, -0.126], [-0.001, -0.570, 0.249], [0.001, 0.194, 0.146], [-0.820, -0.179, -0.674], [0.121, 0.031, -0.228], [0.211, -0.170, 0.388], [0.049, 0.124, 0.099], [-0.178, -0.118, 0.465], [0.025, -0.233, 0.061], [0.800, -0.192, -0.711], [0.017, 2.008, -0.301], [-0.242, -1.498, -2.898], [0.000, -0.059, -0.042], [0.001, -0.179, 0.038], [0.000, 0.295, 0.026], [0.012, 0.369, -0.766], [-0.791, 0.539, 0.212], [0.663, -0.348, -0.223], [-0.009, -0.368, -0.330], [0.810, 0.534, 0.234], [0.088, 0.396, -1.602], [0.047, -0.936, 3.760], [-0.001, 0.273, -0.466], [-0.706, -0.293, -0.155], [0.000, -0.059, 0.087], [0.001, 0.066, 0.332], [-0.007, 0.337, -0.789], [0.000, -0.037, 0.030], [-0.002, 0.160, -0.247], [0.000, 0.023, -0.004], [-0.022, 0.423, 0.065], [-0.019, 0.255, -0.333], [-0.005, -0.623, 2.229], [0.000, 0.030, -0.012], [0.024, -0.003, 0.104], [-0.216, -0.009, -0.009], [0.009, -0.050, -0.029], [-0.037, 0.132, 0.127], [0.000, -0.069, -0.021], [0.004, 0.048, -0.047], [-0.011, 0.003, -0.030], [-0.014, 0.024, 0.023], [0.000, -0.007, -0.009], [0.189, -0.029, -0.031], [0.000, -0.018, 0.025], [0.013, 0.005, -0.029], [0.000, -0.005, -0.005], [0.012, 0.023, 0.022], [0.012, 0.053, -0.134]],
  "mulliken_spin": [2.325, 0.068, 0.057, 0.359, 0.028, 0.255, 0.365, -0.047, 0.146, -0.048, -0.025, 0.256, 0.061, 0.282, -0.099, 0.041, 0.063, 0.002, -0.010, 0.036, -0.008, -0.012, -0.050, 0.318, 0.188, 0.035, -0.025, 0.171, 0.004, -0.015, 0.253, 0.070, 0.007, 0.000, -0.056, 0.000, 0.001, -0.006, 0.003, -0.004, 0.001, 0.003, 0.001, 0.005, 0.009, -0.002, 0.000, 0.001, 0.003, 0.005, -0.012],
  "relative_energy_kj_mol": 69.8,
  "s2": 8.81,
  "total_energy_ha": -6654.50136,
  "total_charge": 2,
  "homo_lumo_gap_ev": [6.80, 3.23],
  "max_force_ev_per_a": 3.875,
  "lumo_energy_ha": [-0.2112, -0.3927],
  "spin_multiplicity": 6
}

{
  "formula": "H18O9",
  "method": "the ωB97M-V functional and the def2-TZVPD basis",
  "symbols": ["O", "O", "O", "O", "O", "O", "O", "O", "O", "H", "H", "H", "H", "H", "H", "H", "H", "H", "H", "H", "H", "H", "H", "H", "H", "H", "H"],
  "xyz": [[-1.05128, -0.57819, -3.26229], [1.48968, -1.02386, 2.89013], [-2.61679, 0.77266, -0.77804], [-2.33894, -1.06023, 1.21194], [0.62386, -0.24953, 0.31127], [2.53518, -2.20698, -2.40867], [3.02263, 1.96958, 0.58367], [-1.72945, 1.00073, 3.32376], [1.42957, 1.59949, -1.84488], [1.72404, -2.43525, -1.95461], [-2.55764, 1.03268, 3.80263], [0.74199, 0.02732, -0.59737], [-2.35621, 0.11536, -0.13284], [2.80786, 1.16254, 1.05142], [2.45160, -2.61652, -3.26979], [3.46641, 2.51335, 1.23452], [-1.88961, -1.81264, 1.59693], [1.47016, -0.71883, 1.98304], [-1.95709, 0.61945, 2.47580], [-0.28950, -0.53180, 0.35934], [1.98874, 1.77324, -1.08766], [1.41981, 2.42440, -2.33032], [-3.22513, -1.37523, 1.03395], [-0.93174, 0.12627, -3.89922], [0.59036, -0.91506, 3.19932], [-1.31508, -0.13196, -2.45760], [-3.50345, 0.51900, -1.03440]],
  "atomic_forces_ev_per_a": [[0.357, -0.583, 0.003], [0.493, -0.333, 0.313], [0.428, 0.228, -0.635], [0.372, 0.039, 0.009], [0.293, -0.176, 0.303], [0.234, 0.465, 0.272], [-0.279, -0.191, -0.460], [0.460, -0.068, 0.061], [-0.477, -0.862, -0.365], [-0.409, -0.143, 0.281], [-0.189, 0.073, 0.222], [0.192, 0.262, -0.583], [0.011, -0.146, 0.350], [-0.013, -0.219, 0.199], [0.074, -0.217, -0.556], [0.155, 0.329, 0.071], [0.135, -0.339, 0.256], [-0.068, 0.226, -0.776], [-0.206, -0.061, -0.243], [-0.509, -0.044, 0.127], [0.821, 0.369, 1.058], [-0.140, 0.481, -0.365], [-0.448, -0.127, -0.002], [0.065, 0.285, -0.408], [-0.532, 0.230, 0.446], [-0.486, 0.442, 0.614], [-0.332, 0.082, -0.193]],
  "mulliken_spin": [0.189, 0.268, 0.004, 0.000, 0.091, 0.229, 0.008, 0.001, 0.275, -0.009, 0.000, -0.002, 0.001, -0.001, -0.007, 0.000, 0.000, -0.006, 0.000, -0.002, -0.010, -0.008, 0.000, -0.006, -0.008, -0.008, 0.000],
  "relative_energy_kj_mol": 117.3,
  "s2": 0.76,
  "total_energy_ha": -687.53539,
  "total_charge": 1,
  "homo_lumo_gap_ev": [11.06, 2.74],
  "max_force_ev_per_a": 1.389,
  "lumo_energy_ha": [-0.1168, -0.4125],
  "spin_multiplicity": 2
}